# C33H29CrN9O3S

C33H29CrN9O3S as an isolated structure at a distorted geometry (ωB97M-V with the def2-TZVPD basis set, the Open Molecules 2025 dataset).

Values from the calculation:
E   -3435.99700 hartree
Largest force on an atom   3.6 eV/A
2S+1   2
HOMO level (spin up / spin down)   -10.21 / -10.23 eV
Molecular weight   683.7 g mol⁻¹
Net charge   +1
Orbital gap (spin up / spin down)   6.06 / 6.61 eV
LUMO energy (spin up / spin down)   -4.15 / -3.62 eV
ΔE to the lowest compared entry with this formula, charge and spin   21.5 kcal per mole

Each line ends with the Mulliken charge.
Geometry (Å):
Cr1 0.071 -0.642 0.317  0.15
N1 4.577 -1.208 -0.615  -0.41
C1 3.315 -0.907 -0.278  0.61
S1 2.187 -0.721 -1.543  -0.44
N2 3.057 -0.746 1.003  -1.57
N3 1.825 -0.508 1.392  1.78
C2 1.626 -0.250 2.675  0.50
C3 2.701 -0.195 3.680  -0.07
C4 2.799 0.908 4.533  -0.32
C5 3.809 0.980 5.475  -0.89
C6 4.733 -0.047 5.590  -0.45
C7 4.640 -1.146 4.749  -0.83
C8 3.636 -1.223 3.800  -0.23
C9 0.280 0.099 3.029  -0.04
C10 -0.190 0.233 4.347  -0.72
C11 -1.467 0.698 4.571  -0.89
C12 -2.248 1.061 3.472  -1.11
C13 -1.749 0.832 2.209  -0.38
N4 -0.547 0.301 1.973  1.06
H1 4.822 -1.283 -1.587  0.22
H2 5.277 -1.293 0.102  0.23
H3 2.106 1.731 4.428  0.52
H4 3.884 1.845 6.118  0.41
H5 5.515 0.005 6.335  0.41
H6 5.361 -1.945 4.831  0.41
H7 3.565 -2.081 3.151  0.49
H8 0.442 -0.046 5.174  0.70
H9 -1.856 0.796 5.572  0.50
H10 -3.224 1.499 3.598  0.52
H11 -2.345 1.068 1.338  0.51
O1 -0.222 -2.412 1.469  -0.03
C14 -1.584 -2.703 1.657  -1.34
C15 -2.494 -1.947 0.714  0.98
C16 -3.857 -2.212 0.696  -1.04
C17 -4.684 -1.490 -0.147  -0.69
C18 -4.114 -0.518 -0.955  -1.04
C19 -2.751 -0.307 -0.870  -0.57
N5 -1.953 -0.999 -0.056  1.35
H12 0.224 -3.202 0.934  0.47
H13 -1.844 -2.417 2.690  0.30
H14 -1.765 -3.782 1.559  0.63
H15 -4.265 -2.970 1.344  0.56
H16 -5.743 -1.686 -0.180  0.44
H17 -4.713 0.061 -1.640  0.55
H18 -2.270 0.438 -1.485  0.47
O2 -0.855 -1.114 -3.013  -0.67
C20 -0.412 -2.175 -2.617  -0.28
C21 -0.170 -3.408 -3.472  -0.53
C22 0.311 -4.449 -2.470  -0.61
C23 0.333 -3.682 -1.165  -0.12
O3 0.657 -4.167 -0.073  -0.76
N6 -0.080 -2.419 -1.319  0.66
H19 0.578 -3.180 -4.231  0.28
H20 -1.088 -3.688 -3.989  0.29
H21 1.298 -4.851 -2.692  0.34
H22 -0.365 -5.300 -2.369  0.28
N7 -2.697 4.935 -7.920  -0.46
C24 -2.164 4.633 -6.953  -0.01
C25 -1.562 4.239 -5.733  0.54
C26 -0.673 3.164 -5.702  -0.90
C27 -0.185 2.718 -4.491  -0.17
C28 -0.576 3.347 -3.312  0.54
C29 -1.429 4.446 -3.342  -0.53
C30 -1.924 4.890 -4.552  -0.92
N8 -0.176 2.796 -2.078  0.28
C31 0.097 3.440 -0.904  -0.92
C32 0.307 2.466 0.026  -0.98
N9 0.148 1.241 -0.558  1.15
C33 -0.122 1.476 -1.828  -1.02
H23 -0.387 2.676 -6.620  0.46
H24 0.484 1.872 -4.449  0.59
H25 -1.742 4.922 -2.423  0.47
H26 -2.612 5.720 -4.591  0.45
H27 0.162 4.507 -0.828  0.54
H28 0.566 2.568 1.062  0.61
H29 -0.288 0.711 -2.566  0.72